The following is a quantum chemistry calculation of a cluster of 9 separate species, C27H74F3N10O11S in total at a distorted geometry, from the Open Molecules 2025 dataset.

Summary:
- spin multiplicity = 2
- total charge = -2
- frontier orbital gap (spin up / spin down) (eV) = 1.540 / 8.783
- lowest unoccupied orbital energy (spin up / spin down) (eV) = 3.79 / 3.78
- <S²> = 0.75

```
126
Properties=species:S:1:pos:R:3:forces:R:3:lowdin_spin:R:1
C 0.804415 -23.668689 5.192571 0.96 1.40 0.35 0.0002
F 2.034638 -23.674086 5.861708 -1.55 0.09 -1.26 0.0001
F 0.837588 -24.528489 4.175600 0.55 0.37 0.42 0.0003
F -0.070259 -24.110306 6.085145 -0.34 0.30 -0.20 0.0001
S 0.377945 -21.813285 4.580295 -1.07 1.40 0.50 0.0009
O -0.144868 -21.151975 5.814058 1.01 -1.35 -0.86 0.0001
O 1.635775 -21.240074 4.108725 -0.70 -1.12 0.58 0.0001
O -0.694870 -21.863339 3.571258 1.23 -1.02 0.82 0.0004
C -1.193256 -24.561974 1.419139 1.93 -1.78 -1.88 0.0090
O -0.238281 -25.100380 0.874391 0.90 0.32 -1.41 0.0095
N -1.495523 -24.892333 2.615212 -0.02 -2.00 7.23 0.0007
N -2.111963 -23.810943 0.934695 -2.51 2.94 -4.16 0.0048
H -0.750453 -25.371007 3.100832 -0.13 -0.15 -0.20 0.0001
H -1.953194 -24.256824 3.253005 -0.05 0.19 -0.48 0.0001
H -2.206020 -23.790211 -0.070700 0.14 0.25 0.19 0.0106
H -2.940824 -23.555386 1.452184 0.07 0.25 0.13 0.0026
C -1.668121 -18.006637 5.481499 -2.83 5.07 -0.39 0.0013
O -2.160967 -16.883587 5.382718 -0.09 1.51 -0.25 0.0006
N -2.390027 -18.982764 5.801420 -6.25 -5.36 1.97 0.0010
N -0.486573 -18.320095 5.299622 8.14 -0.61 -1.52 0.0001
H -3.368579 -18.751923 5.705219 0.02 -0.44 0.35 0.0022
H -2.138085 -19.959963 5.842644 0.30 0.26 -0.24 0.0004
H 0.141853 -17.595170 4.983948 0.11 -0.48 0.08 0.0000
H -0.252647 -19.302636 5.301060 0.63 0.22 -0.03 0.0000
C -2.997003 -24.917106 11.523393 -1.10 -0.50 -0.80 0.0039
C -2.357542 -23.722991 10.826050 0.16 -2.47 0.44 0.0008
C -3.275772 -23.131662 9.795582 -0.84 1.07 0.29 0.0072
O -2.862001 -21.850312 9.375614 0.46 0.78 -0.48 0.0045
C -1.971689 -21.770049 8.263640 0.09 -0.55 -0.02 0.0015
N -1.794873 -22.881375 11.855727 -0.08 1.12 -0.79 0.0006
H -3.888383 -24.661514 12.096298 0.11 0.44 0.45 0.0008
H -2.330960 -25.530158 12.130562 0.16 0.32 -0.05 0.0004
H -3.437632 -25.557711 10.759478 0.21 -0.37 -0.19 0.0017
H -1.611264 -24.207811 10.196671 0.99 0.38 0.35 0.0001
H -4.261904 -22.928248 10.213039 -0.26 -0.22 0.19 0.0032
H -3.406569 -23.836313 8.974319 0.07 -0.02 -0.27 0.0014
H -0.944606 -22.044135 8.504600 0.11 -0.29 0.24 0.0001
H -1.886743 -20.763053 7.855163 -0.53 0.09 0.40 0.0002
H -2.324696 -22.431554 7.472493 0.04 -0.08 -0.20 0.0005
H -2.555133 -22.598014 12.457229 -0.39 -0.38 0.57 0.0003
H -1.685579 -22.004699 11.366243 0.85 0.63 -0.12 0.0003
C 2.124721 -21.378508 0.908397 -0.39 -0.28 -1.43 0.0001
C 1.062983 -20.405120 0.370981 0.07 -0.75 0.79 0.0001
C -0.032194 -21.042724 -0.488891 -0.61 -0.34 0.04 0.0008
O 0.444403 -21.804353 -1.620885 -1.11 -0.69 1.02 0.0008
C -0.533030 -22.788459 -2.073086 1.40 0.38 -1.36 0.0072
N 0.513186 -19.684114 1.579024 0.44 0.51 -1.37 0.0001
H 1.671970 -22.134447 1.550031 0.09 0.14 0.22 0.0000
H 2.927387 -20.817625 1.387174 -0.25 0.00 0.31 0.0000
H 2.584317 -21.894008 0.065104 0.11 -0.23 -0.10 0.0000
H 1.589357 -19.772531 -0.343759 0.03 0.84 0.41 0.0000
H -0.677146 -20.298946 -0.956804 -0.08 0.57 0.46 0.0005
H -0.677269 -21.657063 0.139249 0.05 -0.29 0.14 0.0002
H -0.363697 -23.797034 -1.695981 0.34 0.12 0.33 0.0008
H -0.332092 -22.751070 -3.143752 0.01 -0.63 -0.21 0.0007
H -1.610767 -22.626585 -2.053333 -0.06 1.00 0.85 0.0042
H -0.185738 -20.200376 2.093884 -0.38 -0.53 -0.53 0.0001
H 1.275024 -19.708427 2.241686 0.19 0.34 0.13 0.0000
C -3.769939 -26.428225 6.108857 1.29 0.81 0.95 0.0196
C -2.330556 -26.859235 5.665832 -1.09 0.31 2.17 0.0024
C -1.659758 -27.940317 6.571359 -1.07 2.05 -1.34 0.0043
O -1.496656 -27.428682 7.871457 0.77 -0.22 1.09 0.0028
C -0.761419 -26.218338 8.078787 -0.81 0.59 -0.35 0.0007
N -2.403224 -27.324174 4.338086 0.64 -0.58 -1.22 0.0047
H -4.415567 -27.284690 6.303072 -0.26 0.11 -0.61 0.0124
H -4.107205 -25.643832 5.431302 -0.58 -0.85 -0.62 0.0002
H -3.805130 -25.822187 7.014156 0.44 -0.30 0.72 0.0026
H -1.697104 -25.979433 5.778931 0.14 0.13 -0.51 0.0002
H -0.755310 -28.201191 6.021801 0.46 -0.20 0.43 0.0006
H -2.347965 -28.785579 6.573770 0.21 -0.23 0.54 0.0026
H -0.008942 -25.947050 7.338324 0.32 -0.83 0.07 0.0001
H -0.382839 -26.113090 9.095497 0.34 -0.95 -0.01 0.0002
H -1.408629 -25.341828 8.048297 -0.68 0.07 -0.33 0.0002
H -2.595739 -26.550093 3.718558 -0.10 -0.13 -0.38 0.0039
H -3.191047 -27.954265 4.288708 -0.15 -0.14 -0.36 0.0162
C -4.596690 -22.740987 5.033019 -2.66 0.05 1.48 0.0206
C -4.323838 -23.389941 3.708623 0.84 0.42 -0.17 0.0044
C -5.488161 -24.104743 2.965494 -0.62 0.26 0.47 0.0781
O -5.988180 -25.158091 3.771363 0.92 -0.07 0.02 0.0455
C -7.115509 -25.823195 3.261348 -0.91 1.12 -1.03 0.3743
N -3.735620 -22.336461 2.866770 -0.39 -0.48 -0.80 0.0035
H -3.919777 -22.152504 5.652342 1.44 -0.87 -0.48 0.0014
H -5.128051 -23.440031 5.678843 0.08 -0.10 0.37 0.0103
H -5.303888 -21.916332 4.944072 -0.74 -0.08 -0.69 0.0102
H -3.589265 -24.174828 3.888727 0.06 -0.07 -0.14 0.0002
H -5.224812 -24.452824 1.966694 0.92 -0.48 -0.01 0.0331
H -6.303027 -23.447713 2.661508 -0.32 0.68 0.63 0.0350
H -7.939309 -25.122617 3.124846 -0.78 0.38 1.27 0.0723
H -7.391610 -26.707904 3.835063 0.24 0.22 0.02 0.0574
H -7.137245 -25.991420 2.184629 1.29 -1.07 -0.42 0.0841
H -2.868685 -22.004575 3.264750 0.38 -0.07 0.12 0.0003
H -4.368775 -21.554216 2.952268 -0.13 0.26 -0.35 0.0056
C 3.739696 -19.558903 9.775906 -0.38 -0.68 -1.70 0.0001
C 3.270830 -20.212905 8.402277 0.10 0.24 0.40 0.0000
C 2.648470 -21.533718 8.518784 -1.31 -2.37 3.18 0.0001
O 3.360096 -22.488558 9.359682 1.00 0.51 -1.87 0.0002
C 4.613161 -22.927480 8.794666 -0.80 -0.40 0.69 0.0001
N 2.242370 -19.453018 7.696407 0.92 1.39 -0.03 0.0000
H 4.611439 -18.979170 9.472471 -0.04 0.29 0.59 0.0000
H 4.011107 -20.330580 10.496280 0.13 -0.04 -0.18 0.0000
H 2.976312 -18.932350 10.237179 -0.04 0.09 -0.22 0.0000
H 4.177515 -20.387883 7.823142 0.05 0.77 -0.48 0.0000
H 2.203313 -21.973780 7.626436 0.84 -0.04 -0.52 0.0000
H 1.768048 -21.431879 9.153278 -0.40 0.38 0.03 0.0001
H 5.085796 -23.318858 9.695517 0.56 -0.36 -0.51 0.0000
H 5.267388 -22.219572 8.285809 -0.20 0.81 0.48 0.0000
H 4.464494 -23.667813 8.008602 -0.24 -0.54 0.22 0.0000
H 1.829170 -19.989407 6.946966 -0.10 -0.04 -0.13 0.0000
H 1.516697 -19.205389 8.353802 -0.17 -0.01 -0.07 0.0001
C 4.772306 -24.259870 4.391884 0.24 -0.25 2.23 0.0001
C 4.839543 -23.777800 2.991182 1.17 -1.22 -2.51 0.0000
C 4.131687 -24.717142 2.013487 -1.17 -0.01 -0.19 0.0001
O 4.282612 -24.313142 0.616688 0.73 0.51 2.74 0.0001
C 3.622842 -24.990647 -0.416124 0.51 0.05 0.26 0.0004
N 4.364977 -22.436834 2.835774 -1.16 0.23 -0.10 0.0000
H 5.456767 -25.036013 4.734265 0.87 0.32 -0.51 0.0000
H 3.893972 -24.701792 4.862330 -1.03 0.09 -1.26 0.0000
H 4.854467 -23.382746 5.033759 0.65 0.10 0.13 0.0000
H 5.822669 -23.757802 2.520902 0.89 -0.09 0.91 0.0000
H 3.120622 -24.601965 2.404089 -0.85 -0.46 -0.80 0.0001
H 4.436357 -25.750519 2.179056 0.17 -0.21 -0.27 0.0000
H 2.584102 -24.674299 -0.511250 -0.08 -0.09 -0.13 0.0001
H 3.701541 -26.071380 -0.298124 -0.19 -0.21 0.03 0.0001
H 4.257442 -24.691052 -1.250174 -0.60 -0.19 -0.57 0.0000
H 4.016310 -22.466136 1.888314 0.50 0.74 -0.75 0.0000
H 3.452891 -22.433232 3.269580 -0.40 0.57 0.88 0.0000
```
Forces are in eV/Å.



The following is a quantum chemistry calculation of the molecule C3H9N3O at a distorted geometry, from the Open Molecules 2025 dataset.

Summary:
- energy relative to the best compared isomer or geometry (same formula, charge and spin) (kJ/mol) = 159.3
- spin multiplicity = 1
- frontier orbital gap (eV) = 10.210
- lowest unoccupied orbital energy (eV) = 0.81

```
16
Properties=species:S:1:pos:R:3:forces:R:3:nbo_charge:R:1
C 1.123352 1.242359 0.113529 -0.10 1.77 -0.19 -0.4317
C -0.443074 0.354658 1.717817 0.87 0.13 2.20 -0.4180
C -0.725236 -0.968524 -1.436931 0.45 0.11 0.25 0.7600
H 2.083724 1.194953 0.736619 -1.57 -0.14 -0.69 0.2143
H 0.603519 2.307523 0.309842 1.19 -2.02 -0.47 0.1665
H 1.415871 1.176578 -0.973027 -0.37 0.06 1.17 0.2225
H -1.181076 -0.418944 1.918294 -0.14 0.05 -0.32 0.2173
H -0.921882 1.364481 1.795641 0.27 -0.58 0.16 0.1697
H 0.320644 0.211581 2.581465 -0.99 0.60 -1.55 0.2026
H -1.613407 0.719785 -0.799532 2.01 -1.08 1.01 0.3881
H 0.762423 -1.915211 -0.352060 0.39 0.31 1.01 0.4077
H 0.430383 -2.613846 -1.930959 -0.69 2.23 2.00 0.4074
N 0.164431 0.169783 0.428007 0.16 0.55 0.28 -0.2930
N -0.844952 0.010172 -0.515662 -1.57 1.94 -0.22 -0.5042
N 0.269358 -1.827920 -1.195622 1.21 -3.72 -3.21 -0.8476
O -1.444079 -1.007426 -2.397422 -1.11 -0.21 -1.43 -0.6614
```
Forces are in eV/Å.



The following is a quantum chemistry calculation of a cluster of 2 separate species, C3H11N3O in total at a distorted geometry, from the Open Molecules 2025 dataset.

Summary:
- energy relative to the best compared isomer or geometry (same formula, charge and spin) (kJ/mol) = 405.6
- spin multiplicity = 1
- frontier orbital gap (eV) = 9.149
- lowest unoccupied orbital energy (eV) = 0.75

```
18
Properties=species:S:1:pos:R:3:forces:R:3:nbo_charge:R:1
C 0.412391 -1.259968 -2.040421 -0.37 -0.60 -0.13 -0.4366
C 1.436374 1.061041 0.711696 -0.51 -0.11 0.45 -0.6764
C 1.191269 -0.154408 -0.111209 0.17 0.43 -1.57 0.1516
N 0.426550 -0.127544 -1.145165 0.90 0.03 1.01 -0.4686
H 1.862639 -1.003881 0.065147 -0.24 -0.16 0.04 0.1646
H 0.755928 -2.194986 -1.579187 0.19 0.16 -0.03 0.1845
H 1.015229 -1.031848 -2.922530 -0.04 -0.03 0.08 0.2120
H -0.618630 -1.433061 -2.364134 0.17 0.05 -0.06 0.2189
H 0.740692 1.856929 0.451868 0.11 0.02 -0.12 0.2283
H 1.302801 0.834833 1.769739 0.07 0.02 0.09 0.2417
H 2.464154 1.397252 0.571687 0.02 0.00 -0.08 0.2360
N -1.641357 -0.394304 1.071718 1.16 -0.56 0.45 -0.1767
N -1.627065 0.759261 1.888159 -0.01 0.17 0.18 -0.6924
O -2.006858 -0.116134 -0.235192 1.92 0.61 -2.18 -0.6273
H -1.060750 0.099418 -0.821790 -2.53 -0.18 1.94 0.4585
H -0.650725 -0.738641 1.036037 -1.08 0.33 0.14 0.2974
H -2.545333 0.842311 2.315558 0.14 0.03 -0.21 0.3532
H -1.457308 1.603730 1.338019 -0.05 -0.23 -0.01 0.3311
```
Forces are in eV/Å.